60
Properties=species:S:1:pos:R:3 method="wB97M-V/def2-TZVPD" total_energy_ev=-50417.028 homo_lumo_gap_ev=7.7 e_lumo_ev=-0.02 de_lowest_kcal_mol=13.9
C 0.849 1.682 -0.725
C 1.629 2.058 0.323
C 1.800 1.168 1.553
C 0.658 0.176 1.715
C 0.855 -1.157 1.533
P 2.442 -1.899 1.071
N 3.457 -1.969 2.241
O 2.984 -0.995 -0.154
O 2.090 -3.360 0.433
C -0.254 -2.045 1.716
C -1.469 -1.572 2.051
B -2.664 -2.603 2.244
O -3.085 -2.962 3.516
O -3.263 -3.197 1.145
C -3.812 -2.288 0.192
C -5.159 -1.665 0.647
C -1.700 -0.182 2.209
N -2.972 0.217 2.534
C -3.066 1.507 2.637
C -1.983 2.432 2.477
N -2.256 3.798 2.641
C -1.448 4.692 1.788
C -1.483 4.373 0.275
N -0.763 2.050 2.204
C -0.627 0.693 2.048
H -0.227 1.525 -0.593
H 1.239 1.556 -1.739
H 2.171 3.012 0.318
H 1.748 1.830 2.435
H 2.774 0.679 1.508
H 3.695 -2.943 2.415
H 3.936 -1.136 -0.252
H 1.946 -3.223 -0.528
H -0.070 -3.107 1.571
H -3.997 -2.654 3.604
H -3.109 -1.503 -0.123
H -4.026 -2.876 -0.711
H -4.983 -0.631 0.964
H -5.587 -2.249 1.465
H -5.824 -1.610 -0.222
H -4.049 1.921 2.884
H -3.223 3.953 2.368
H -1.886 5.693 1.912
H -0.439 4.766 2.200
H -2.103 3.508 0.016
H -0.460 4.136 -0.040
H -1.787 5.226 -0.343
C 4.007 0.320 -4.948
C 3.793 -0.987 -4.225
C 3.252 -2.101 -5.082
O 2.583 -2.918 -4.112
C 2.203 -2.101 -3.101
O 1.471 -2.422 -2.217
O 2.760 -0.874 -3.231
H 3.129 0.592 -5.536
H 4.173 1.127 -4.234
H 4.867 0.256 -5.614
H 4.713 -1.287 -3.715
H 4.031 -2.663 -5.592
H 2.514 -1.763 -5.814

94
Properties=species:S:1:pos:R:3 method="wB97M-V/def2-TZVPD" total_energy_ev=-73616.743 homo_lumo_gap_ev="7.3 / 3.8" multiplicity=6 e_lumo_ev="-7.35 / -12.14" s2=8.802 charge=+3 de_lowest_kcal_mol=9.0
Ir -0.404 0.080 0.416
C -5.321 1.932 0.213
C -4.009 1.435 -0.423
C -3.814 2.043 -1.815
C -2.872 1.740 0.512
C -2.392 3.045 0.682
C -1.461 3.353 1.657
C -0.919 2.375 2.496
C -0.003 2.738 3.624
C -1.333 1.044 2.306
C -2.329 0.733 1.337
H -6.163 1.633 -0.412
H -5.325 3.021 0.291
H -5.471 1.514 1.210
H -4.087 0.351 -0.521
H -3.902 3.130 -1.795
H -4.586 1.672 -2.489
H -2.834 1.798 -2.241
H -2.796 3.844 0.072
H -1.164 4.387 1.799
H 0.693 1.930 3.854
H -0.596 2.917 4.525
H 0.551 3.653 3.420
H -1.065 0.306 3.055
H -2.842 -0.223 1.404
O -2.056 -0.986 -1.075
C -1.933 -2.253 -1.631
C 0.267 -2.419 -1.663
O 0.586 -3.425 -2.165
O 0.553 -1.371 -1.128
C -2.088 -2.338 -3.076
C -2.036 -1.186 -3.887
C -2.184 -1.272 -5.256
C -2.362 -2.512 -5.861
C -2.418 -3.659 -5.078
C -2.284 -3.577 -3.706
C -2.374 -3.278 -0.661
C -1.889 -4.589 -0.651
C -2.440 -5.534 0.196
C -3.466 -5.187 1.067
C -3.938 -3.882 1.088
C -3.395 -2.933 0.240
H -2.197 -0.330 -1.774
H -1.886 -0.188 -3.479
H -2.167 -0.373 -5.858
H -2.456 -2.581 -6.937
H -2.585 -4.622 -5.541
H -2.356 -4.480 -3.118
H -1.054 -4.868 -1.279
H -2.068 -6.550 0.174
H -3.892 -5.929 1.730
H -4.752 -3.609 1.747
H -3.806 -1.932 0.231
C 5.487 -0.616 1.828
N 4.094 -0.313 2.149
C 3.775 -0.183 3.570
P 2.883 -0.441 1.003
O 1.548 -0.276 1.626
O 3.271 0.606 -0.079
P 2.387 1.694 -1.002
O 0.936 1.363 -0.900
N 3.016 1.408 -2.460
C 4.454 1.254 -2.721
C 2.194 1.684 -3.654
N 2.753 3.154 -0.425
C 3.961 3.894 -0.815
C 2.050 3.677 0.751
N 3.099 -1.913 0.291
C 2.597 -3.110 0.980
C 3.976 -2.160 -0.853
H 5.792 -1.529 2.348
H 6.118 0.199 2.187
H 5.634 -0.737 0.758
H 4.050 -1.096 4.106
H 2.720 0.028 3.710
H 4.381 0.633 3.972
H 5.022 1.191 -1.793
H 4.836 2.096 -3.300
H 4.626 0.347 -3.304
H 1.138 1.697 -3.392
H 2.362 0.896 -4.388
H 2.461 2.642 -4.103
H 4.202 3.723 -1.860
H 4.824 3.631 -0.198
H 3.766 4.958 -0.692
H 1.134 3.117 0.913
H 1.795 4.723 0.581
H 2.676 3.619 1.648
H 1.821 -2.847 1.695
H 3.414 -3.623 1.494
H 2.188 -3.794 0.233
H 4.465 -1.249 -1.184
H 3.361 -2.544 -1.673
H 4.715 -2.923 -0.599

10
Properties=species:S:1:pos:R:3 method="wB97M-V/def2-TZVPD" total_energy_ev=-17554.217 homo_lumo_gap_ev=9.4 e_lumo_ev=0.22 de_lowest_kcal_mol=20.1
C -2.160 -0.298 1.699
C -1.544 0.292 0.808
C -0.685 -1.767 -1.513
C 0.654 0.242 -0.671
C 1.961 0.528 -0.557
N 0.014 -0.898 -1.218
S -0.652 1.363 -0.141
H -2.508 -0.773 2.486
H 2.178 1.423 0.103
H 2.740 -0.112 -0.996

27
Properties=species:S:1:pos:R:3 method="wB97M-V/def2-TZVPD" total_energy_ev=-12676.330 homo_lumo_gap_ev=9.4 e_lumo_ev=0.85 de_lowest_kcal_mol=32.2
C -0.666 -2.222 -1.158
C -0.607 -0.691 -1.292
C -1.149 0.090 -0.150
C -0.811 -0.244 1.178
C -1.238 0.473 2.279
C -2.163 1.510 2.054
O -2.754 2.148 3.121
C -2.543 1.875 0.784
C -1.960 1.205 -0.303
H 0.024 -2.467 -0.342
H -0.248 -2.674 -2.051
H -1.654 -2.511 -0.806
H 0.453 -0.411 -1.446
H -0.997 -0.319 -2.249
H -0.249 -1.157 1.351
H -1.036 0.198 3.305
H -2.098 2.576 3.666
H -3.387 2.530 0.625
H -2.073 1.546 -1.329
C 2.743 -0.432 -0.301
C 3.563 0.039 -1.484
H 3.342 -1.118 0.304
H 2.381 0.457 0.219
H 1.854 -1.022 -0.505
H 3.984 1.016 -1.237
H 2.968 0.259 -2.382
H 4.320 -0.653 -1.850

118
Properties=species:S:1:pos:R:3 method="wB97M-V/def2-TZVPD" total_energy_ev=-159342.546 homo_lumo_gap_ev=10.7 e_lumo_ev=0.38
F -3.007 -1.427 -0.365
C -2.467 -0.234 -0.043
F -1.381 -0.493 0.734
C -3.445 0.667 0.708
F -3.734 0.147 1.923
F -2.794 1.842 0.940
C -4.754 1.020 -0.020
O -5.906 0.245 0.289
C -6.093 -0.964 -0.347
F -5.263 -1.077 -1.401
F -7.345 -0.953 -0.844
C -5.973 -2.145 0.616
F -4.790 -2.137 1.264
F -6.051 -3.317 -0.069
H -2.120 0.253 -0.958
H -5.015 2.021 0.320
H -4.609 1.114 -1.096
H -6.765 -2.116 1.354
F -6.030 -4.900 3.646
C -6.977 -4.667 2.717
F -7.310 -3.347 2.820
C -8.224 -5.533 2.922
F -8.853 -5.194 4.066
F -9.081 -5.228 1.908
C -8.018 -7.059 2.886
O -7.873 -7.732 4.132
C -6.623 -7.747 4.725
F -5.685 -7.350 3.845
F -6.348 -9.032 5.023
C -6.579 -6.937 6.023
F -6.988 -5.667 5.826
F -5.313 -6.886 6.479
H -6.542 -4.830 1.729
H -8.939 -7.468 2.473
H -7.238 -7.349 2.183
H -7.222 -7.385 6.783
F 2.084 -1.466 -5.456
C 1.425 -0.953 -4.399
F 2.252 -0.047 -3.809
C 1.038 -2.027 -3.381
F 2.135 -2.558 -2.804
F 0.353 -1.391 -2.388
C 0.132 -3.162 -3.889
O 0.759 -4.375 -4.280
C 1.291 -4.474 -5.551
F 0.857 -3.461 -6.323
F 0.796 -5.606 -6.089
C 2.817 -4.582 -5.537
F 3.375 -3.547 -4.880
F 3.288 -4.565 -6.804
H 0.539 -0.423 -4.756
H -0.481 -3.449 -3.036
H -0.573 -2.814 -4.643
H 3.129 -5.509 -5.052
F -3.339 -3.709 6.563
C -3.101 -4.102 5.294
F -3.059 -5.456 5.296
C -1.783 -3.547 4.752
F -0.734 -4.077 5.417
F -1.677 -3.979 3.464
C -1.642 -2.015 4.716
O -0.958 -1.394 5.797
C -1.651 -1.124 6.959
F -2.975 -1.247 6.759
F -1.424 0.174 7.251
C -1.161 -1.967 8.138
F -1.221 -3.283 7.859
F -1.944 -1.741 9.219
H -3.942 -3.791 4.667
H -1.015 -1.800 3.853
H -2.592 -1.523 4.508
H -0.129 -1.713 8.386
F 6.447 6.901 -2.407
C 7.378 6.871 -3.383
F 7.282 5.662 -3.986
C 8.795 7.062 -2.840
F 9.152 6.013 -2.070
F 9.630 7.049 -3.916
C 9.072 8.368 -2.079
O 8.999 8.327 -0.660
C 7.765 8.443 -0.051
F 6.843 8.872 -0.932
F 7.885 9.408 0.881
C 7.339 7.152 0.654
F 7.340 6.107 -0.196
F 6.083 7.288 1.136
H 7.135 7.640 -4.122
H 10.116 8.607 -2.279
H 8.506 9.206 -2.485
H 8.017 6.927 1.480
C 7.117 2.426 -2.495
C 5.771 2.750 -3.209
C 4.655 2.643 -2.129
C 3.749 3.919 -2.054
C 2.382 3.565 -2.638
C 1.274 4.626 -2.404
C -0.058 3.892 -2.205
N -0.507 3.236 -3.439
C -1.384 2.159 -3.158
O -2.518 2.315 -3.179
O -0.865 0.936 -2.912
H 6.990 1.444 -2.048
H 7.917 2.457 -3.229
H 7.236 3.175 -1.715
H 5.602 2.032 -4.009
H 5.803 3.743 -3.646
H 4.022 1.813 -2.452
H 5.039 2.363 -1.152
H 4.239 4.753 -2.552
H 3.681 4.165 -0.993
H 2.445 3.372 -3.710
H 2.066 2.644 -2.141
H 1.229 5.296 -3.263
H 1.472 5.246 -1.532
H 0.065 3.227 -1.343
H -0.801 4.653 -1.966
H 0.265 2.809 -3.946
H -0.181 1.003 -2.236

52
Properties=species:S:1:pos:R:3 method="wB97M-V/def2-TZVPD" total_energy_ev=-80491.681 homo_lumo_gap_ev=6.2 e_lumo_ev=4.86 charge=-2
Fe -1.091 0.396 -1.462
O -2.274 1.926 -2.074
C -1.867 2.589 -3.091
C -2.808 3.092 -4.037
C -2.431 3.807 -5.151
C -1.088 4.106 -5.400
C -0.147 3.668 -4.483
C -0.487 2.917 -3.359
C 0.531 2.635 -2.349
N 0.341 1.732 -1.469
N 1.166 1.681 -0.359
C 0.455 1.127 0.604
O -0.743 0.729 0.481
C 1.107 0.911 1.929
C 2.400 1.355 2.199
C 2.988 1.079 3.423
C 2.293 0.350 4.383
C 1.005 -0.095 4.115
C 0.409 0.187 2.894
H -3.851 2.869 -3.842
H -3.194 4.147 -5.845
H -0.795 4.676 -6.273
H 0.901 3.917 -4.627
H 1.406 3.281 -2.264
H 2.924 1.906 1.429
H 3.997 1.422 3.628
H 2.760 0.121 5.334
H 0.466 -0.686 4.845
H -0.581 -0.179 2.656
C -1.614 -0.766 -3.205
C -0.249 -0.960 -2.916
C -0.140 -1.523 -1.614
C -1.454 -1.680 -1.104
C -2.367 -1.221 -2.074
H -2.015 -0.295 -4.090
H 0.574 -0.660 -3.548
H 0.771 -1.763 -1.090
H -1.696 -2.017 -0.105
H -3.439 -1.180 -1.963
C 1.848 -2.977 1.530
C 0.876 -3.264 2.640
C 1.301 -3.772 3.868
C 0.299 -3.969 4.804
N -0.974 -3.690 4.600
C -1.319 -3.177 3.379
S -2.931 -2.713 3.074
N -0.389 -2.992 2.392
H 2.867 -3.262 1.800
H 1.828 -1.910 1.299
H 1.548 -3.511 0.627
H 2.340 -3.988 4.080
H 0.545 -4.378 5.785